Arrangement one

Entry from OMol25: the molecule CH4NOP (ωB97M-V/def2-TZVPD).

Output
charge	0
LUMO	0.64	eV
HOMO-LUMO gap	10.04	eV
SMILES string	O=CNP
HOMO	-9.409	eV
2S+1	1

Cartesian coordinates (Å):
O (-1.340, 0.987, -0.024)
C (-1.032, -0.151, -0.272)
N (0.159, -0.620, 0.116)
P (1.549, 0.340, -0.103)
H (-1.730, -1.012, -0.581)
H (0.125, -1.830, 0.240)
H (0.664, 1.321, -0.594)
H (1.604, 0.964, 1.218)

Mulliken population analysis, charges in e, atoms 1 to 2: O -0.521; C 0.153

***

Arrangement two

Entry from OMol25: a cluster of 2 separate species, CH4NOP in total (ωB97M-V/def2-TZVPD).

Output
charge	0
LUMO (alpha / beta)	-2.38 / -2.97	eV
HOMO-LUMO gap (alpha / beta)	6.25 / 5.37	eV
HOMO (alpha / beta)	-8.635 / -8.344	eV
2S+1	1

Cartesian coordinates (Å):
C (0.284, -0.422, -1.107)
N (1.251, -0.570, -1.971)
O (0.254, -0.016, 0.106)
P (-1.131, 0.667, 2.028)
H (-0.782, -0.767, -1.445)
H (1.167, -0.706, -2.952)
H (-0.561, -0.147, 2.902)
H (-0.480, 1.960, 2.440)

Mulliken population analysis, charges in e, atoms 1 to 2: C 0.248; N -0.601

***

Arrangement three

Entry from OMol25: the molecule CH4NOP (ωB97M-V/def2-TZVPD).

Output
charge	0
LUMO	0.64	eV
HOMO-LUMO gap	10.09	eV
SMILES string	[H]/N=C/PO
HOMO	-9.452	eV
2S+1	1

Cartesian coordinates (Å):
H (2.575, 0.109, 0.148)
N (1.862, -0.596, -0.027)
C (0.675, 0.092, -0.201)
P (-0.799, -0.910, -0.091)
O (-1.907, 0.289, 0.057)
H (0.559, 1.071, -0.421)
H (-0.663, -0.740, 1.214)
H (-2.770, -0.156, -0.053)

Mulliken population analysis, charges in e, atoms 1 to 2: H 0.233; N -0.582

***

Stability, highest: arrangement one

***

Arrangement one

Entry from OMol25: a cluster of 2 separate species, CH2N2OS in total (ωB97M-V/def2-TZVPD).

Output
charge	0
LUMO	-0.19	eV
HOMO-LUMO gap	9.11	eV
SMILES string	N=C=S.N=O
HOMO	-9.297	eV
2S+1	1

Cartesian coordinates (Å):
N (-0.030, 1.318, 0.660)
C (-1.155, 1.262, 0.196)
S (-2.308, 0.459, -0.438)
H (0.222, 2.071, 1.341)
N (0.683, -1.710, -0.580)
O (1.371, -0.773, -0.888)
H (1.217, -2.626, -0.291)

Mulliken population analysis, charges in e, atoms 1 to 2: N -0.381; C 0.406

***

Arrangement two

Entry from OMol25: the molecule CH2N2OS (ωB97M-V/def2-TZVPD).

Output
charge	0
LUMO	-0.98	eV
HOMO-LUMO gap	7.58	eV
HOMO	-8.564	eV
2S+1	1

Cartesian coordinates (Å):
C (0.946, -0.076, 0.033)
N (0.256, 0.955, -0.239)
N (-0.900, 1.224, 0.059)
O (-1.797, 0.245, 0.096)
S (-1.390, -1.362, -0.092)
H (1.547, -0.590, -0.819)
H (1.337, -0.395, 0.961)

Mulliken population analysis, charges in e, atoms 1 to 2: C -0.274; N -0.117

***

Stability, highest: arrangement one

***

Arrangement one

Entry from OMol25: a cluster of 3 separate species, C4H13NO2 in total (ωB97M-V/def2-TZVPD).

Output
charge	-1
LUMO (alpha / beta)	3.57 / 3.42	eV
HOMO-LUMO gap (alpha / beta)	2.46 / 8.76	eV
expectation value of S²	0.75
HOMO (alpha / beta)	1.107 / -5.344	eV
2S+1	2

Cartesian coordinates (Å):
C (-0.450, 0.737, -0.655)
N (-0.327, -0.256, 0.390)
C (-0.006, -1.604, -0.114)
C (-1.507, -3.597, -0.490)
C (-1.202, -2.314, -0.670)
H (-1.468, 0.894, -0.968)
H (0.209, 0.564, -1.500)
H (-0.153, 1.736, -0.313)
H (-1.125, -0.287, 1.008)
H (0.783, -1.465, -0.840)
H (0.399, -2.168, 0.733)
H (-2.365, -4.000, -1.027)
H (-0.935, -4.316, 0.086)
H (-1.880, -1.691, -1.240)
H (1.075, 1.403, 1.666)
H (-0.010, 2.229, 2.387)
O (0.933, 2.241, 2.138)
H (2.388, 4.683, -0.199)
H (2.704, 3.260, 0.122)
O (2.935, 3.954, -0.514)

Mulliken population analysis, charges in e, atoms 1 to 2: C -2.531; N 0.001

***

Arrangement two

Entry from OMol25: a cluster of 3 separate species, C4H13NO2 in total (ωB97M-V/def2-TZVPD).

Output
charge	-1
LUMO (alpha / beta)	3.38 / 3.30	eV
HOMO-LUMO gap (alpha / beta)	2.74 / 8.22	eV
expectation value of S²	0.75
HOMO (alpha / beta)	0.642 / -4.913	eV
2S+1	2

Cartesian coordinates (Å):
C (-2.292, 1.960, -0.809)
C (-1.117, 2.276, 0.063)
C (-0.442, 1.531, 0.985)
N (-0.692, 0.167, 1.351)
C (-0.715, 3.769, 0.014)
H (-2.624, 0.825, -0.846)
H (-3.314, 2.433, -0.520)
H (-2.178, 2.137, -1.886)
H (0.056, 2.194, 1.690)
H (0.209, -0.256, 1.644)
H (-1.176, -0.259, 0.633)
H (-0.632, 4.111, 1.002)
H (0.111, 3.894, -0.700)
H (-1.680, 4.315, -0.413)
H (5.000, -5.469, -1.444)
H (3.497, -5.740, -1.065)
O (4.320, -6.064, -1.615)
H (0.587, -4.268, 0.277)
H (1.554, -3.310, 1.036)
O (1.528, -4.245, 0.601)

Mulliken population analysis, charges in e, atoms 1 to 2: C -1.481; C 0.764

***

Stability, highest: arrangement one

***

Arrangement one

Entry from OMol25: a cluster of 3 separate species, CH8O2S2 in total (ωB97M-V/def2-TZVPD).

Output
charge	0
LUMO	0.30	eV
HOMO-LUMO gap	9.02	eV
SMILES string	CSS.O.O
HOMO	-8.716	eV
2S+1	1

Cartesian coordinates (Å):
C (0.851, 0.485, 1.829)
S (1.919, -0.932, 1.478)
S (3.346, -0.094, 0.247)
H (0.946, 0.759, 2.867)
H (-0.206, 0.237, 1.640)
H (1.123, 1.311, 1.182)
H (2.508, 0.064, -0.781)
O (-2.594, 1.113, -2.112)
H (-2.656, 1.178, -1.155)
H (-1.684, 0.898, -2.326)
O (-0.985, -1.560, -0.652)
H (-0.636, -1.732, -1.538)
H (-1.931, -1.728, -0.679)

Mulliken population analysis, charges in e, atoms 1 to 2: C -0.712; S -0.049

***

Arrangement two

Entry from OMol25: a cluster of 3 separate species, CH8O2S2 in total (ωB97M-V/def2-TZVPD).

Output
charge	0
LUMO	0.44	eV
HOMO-LUMO gap	9.51	eV
SMILES string	CSS.O.O
HOMO	-9.065	eV
2S+1	1

Cartesian coordinates (Å):
C (1.268, 1.067, 1.930)
S (0.695, 0.959, 0.214)
S (-1.326, 1.387, 0.356)
H (2.130, 1.734, 1.982)
H (1.559, 0.071, 2.269)
H (0.470, 1.433, 2.569)
H (-1.683, 0.170, 0.801)
O (-1.715, -3.179, -0.442)
H (-2.380, -2.717, -0.966)
H (-2.133, -4.033, -0.272)
O (1.871, -1.609, -2.382)
H (1.455, -1.427, -1.534)
H (1.763, -2.559, -2.549)

Mulliken population analysis, charges in e, atoms 1 to 2: C -0.730; S -0.053

***

Stability, highest: arrangement two

***

Arrangement one

Entry from OMol25: a cluster of 20 separate species, H41O20 in total (ωB97M-V/def2-TZVPD).

Output
charge	+1
LUMO	-2.60	eV
HOMO-LUMO gap	10.58	eV
HOMO	-13.185	eV
2S+1	1

Cartesian coordinates (Å):
O (1.165, 3.187, 3.631)
H (-5.849, -1.984, -1.576)
O (-2.018, -1.533, -0.801)
H (-2.261, -2.330, -0.348)
H (-2.035, -1.025, -4.091)
O (3.592, -1.002, 2.684)
H (3.527, -1.973, 2.738)
H (4.511, -0.814, 2.540)
O (1.782, -0.802, 0.153)
H (2.571, -0.248, 0.305)
H (-1.986, -4.599, 2.474)
O (0.289, 1.732, -4.235)
H (-0.476, 0.024, -1.723)
H (1.596, -1.089, 1.047)
O (-0.217, -0.370, -2.653)
H (-2.936, -1.018, 2.518)
H (-0.890, 0.159, -3.229)
O (3.749, 1.003, 3.869)
H (-5.685, -0.448, -1.498)
H (-4.062, -0.195, 1.931)
O (2.097, 1.695, -1.939)
H (2.862, 2.143, -2.458)
H (2.660, 1.409, -1.222)
O (-0.196, -5.713, -0.990)
H (0.456, -5.150, -0.564)
H (0.447, 2.560, -3.806)
O (-0.341, 4.656, 1.991)
H (-0.589, 5.575, 1.878)
H (-0.995, 4.334, 1.330)
O (-0.446, 0.272, -0.274)
H (0.508, 0.181, 0.061)
H (3.699, 1.906, 4.216)
O (4.774, -0.966, -1.594)
H (3.979, -1.385, -2.016)
H (5.297, -1.763, -1.295)
O (-1.125, -2.481, -3.750)
H (-1.384, -3.393, -3.536)
H (-1.378, -2.509, -4.727)
O (-2.437, 3.439, 3.388)
H (-2.529, -0.875, -0.322)
H (-1.614, 2.909, 3.294)
O (-5.209, -1.247, -1.691)
H (-0.558, 1.139, 0.196)
H (0.674, 3.948, 3.393)
O (-2.690, -4.768, 1.856)
H (5.018, 1.889, -1.252)
H (-2.982, -3.931, 1.496)
O (4.451, 2.547, -1.673)
H (4.816, 3.378, -2.015)
H (-1.969, 4.183, 3.772)
O (-3.254, -0.684, 1.668)
H (1.613, 3.386, 4.451)
H (3.539, 1.209, 2.931)
O (-2.534, -0.196, -4.162)
H (-0.649, -1.194, -2.289)
H (-3.083, -0.480, -4.932)
O (-2.086, 0.357, 3.861)
H (-1.185, 0.043, 3.775)
H (-2.244, 0.617, 4.769)
H (1.142, 1.364, -4.490)
H (-0.923, -5.080, -1.065)

Mulliken population analysis, charges in e, atoms 1 to 2: O -0.589; H 0.307

***

Arrangement two

Entry from OMol25: a cluster of 20 separate species, H41O20 in total (ωB97M-V/def2-TZVPD).

Output
charge	+1
LUMO	-2.55	eV
HOMO-LUMO gap	10.54	eV
HOMO	-13.094	eV
2S+1	1

Cartesian coordinates (Å):
O (-4.142, -2.129, -0.390)
H (3.422, 3.145, -1.412)
O (2.896, 3.049, 2.383)
H (3.162, 3.758, 2.960)
H (1.982, 2.781, 2.492)
O (-1.853, 0.576, 2.650)
H (-1.298, -0.087, 3.049)
H (-1.684, 1.412, 3.145)
O (-1.989, 3.860, 0.708)
H (-2.698, 3.183, 0.642)
H (-2.903, -2.250, -1.912)
O (0.419, -0.633, -0.605)
H (4.974, -1.088, 2.298)
H (-2.366, 4.588, 0.199)
O (4.393, -1.821, 2.527)
H (0.075, -0.944, -2.120)
H (4.292, -1.486, 3.440)
O (0.044, -1.541, -3.095)
H (-0.681, -2.210, -2.771)
H (-0.352, 3.828, 1.983)
O (2.262, -3.314, -0.922)
H (2.337, -2.800, -0.072)
H (2.321, -2.682, -1.630)
O (-1.441, -2.539, 1.344)
H (-1.449, -2.115, 2.213)
H (0.648, -1.497, -0.248)
O (1.235, -5.365, 0.431)
H (2.121, -5.381, 0.790)
H (1.378, -5.258, -0.522)
O (1.980, -2.267, 1.432)
H (2.809, -2.143, 1.911)
H (-0.306, -0.656, -3.351)
O (-1.113, 3.421, -4.212)
H (-0.688, 3.737, -3.424)
H (-0.797, 3.559, -5.093)
O (0.685, 1.932, -0.982)
H (1.340, 1.267, -0.728)
H (0.377, 2.173, -0.106)
O (2.837, 3.151, -2.168)
H (-5.119, -2.191, -0.431)
H (2.729, 4.104, -2.232)
O (-2.151, -2.877, -1.976)
H (1.636, -3.160, 1.578)
H (-3.967, -2.264, 0.537)
O (1.282, 0.751, -5.049)
H (1.225, 1.705, -5.080)
H (2.068, 0.683, -4.501)
O (0.796, -2.000, 4.226)
H (1.212, -2.416, 3.456)
H (0.136, -2.562, 4.638)
O (0.426, 3.861, 2.544)
H (-2.059, -3.253, -1.082)
H (0.966, 4.662, 2.584)
O (-4.359, 2.696, 1.039)
H (-4.973, 2.828, 1.827)
H (-4.447, 3.344, 0.323)
O (-1.979, -0.129, -1.763)
H (-2.777, 0.405, -1.944)
H (-1.663, 0.231, -0.937)
H (-0.188, -0.231, 0.016)
H (-1.023, -3.401, 1.392)

Mulliken population analysis, charges in e, atoms 1 to 2: O -0.555; H 0.299

***

Stability, highest: arrangement two